Molecular formula: C3H4S2
Method: DFT, the ωB97M-V functional and the def2-TZVPD basis

Positions of all 9 atoms, in Å:
C: -0.262 0.050 -1.209
C: -1.054 -0.682 -0.242
S: -0.750 -0.454 1.313
C: 0.617 0.530 0.980
S: 0.395 1.565 -0.610
H: -0.136 -0.087 -2.373
H: -1.258 -1.672 -0.561
H: 1.058 0.995 2.053
H: 1.390 -0.245 0.648

Summary:
total energy: -912.98259 hartree
HOMO energy: -7.656 eV
SMILES string: C1=CSCS1
energy above the lowest of the compared OMol25 structures with the same formula, charge and spin: 48.9 kcal/mol
HOMO-LUMO gap: 8.104 eV

Molecular formula: C22H21N6O2RuSSe2Te
Method: DFT, the ωB97M-V functional and the def2-TZVPD basis

Positions of all 56 atoms, in Å:
Ru: 0.314 -0.656 0.039
O: -3.286 0.180 -1.427
C: -2.083 0.127 -1.214
N: -1.473 0.019 0.028
C: -2.195 0.072 1.217
O: -3.344 0.475 1.351
C: -1.371 -0.396 2.341
C: -1.862 -0.437 3.656
C: -1.048 -0.887 4.666
C: 0.250 -1.325 4.350
C: 0.666 -1.287 3.036
N: -0.106 -0.825 2.055
C: -1.080 0.100 -2.292
C: -1.464 0.191 -3.637
C: -0.499 0.153 -4.616
C: 0.844 0.020 -4.237
C: 1.150 -0.095 -2.895
N: 0.226 -0.062 -1.939
H: -2.870 -0.092 3.835
H: -1.389 -0.910 5.691
H: 0.913 -1.688 5.115
H: 1.652 -1.637 2.741
H: -2.517 0.283 -3.856
H: -0.765 0.209 -5.661
H: 1.629 -0.008 -4.973
H: 2.175 -0.241 -2.574
C: -0.020 4.576 -1.042
Se: -0.358 2.716 -0.494
C: -0.453 3.051 1.443
C: 0.917 3.185 2.066
Se: 1.988 1.519 1.954
C: 3.683 2.328 1.391
H: -0.882 5.188 -0.785
H: 0.110 4.565 -2.121
H: 0.879 4.962 -0.568
H: -1.012 2.219 1.876
H: -1.032 3.968 1.580
H: 0.829 3.437 3.125
H: 1.504 3.952 1.562
H: 3.920 3.156 2.055
H: 3.601 2.663 0.361
H: 4.459 1.570 1.476
N: 2.172 -1.212 -0.028
C: 3.333 -1.046 -0.179
N: 4.534 -1.025 -0.458
C: 5.602 -0.391 -0.133
N: 6.592 0.149 0.107
Te: -1.267 -2.946 -0.553
C: -0.608 -4.896 -0.169
C: -1.389 -5.992 0.107
C: -0.651 -7.174 0.266
C: 0.690 -6.979 0.106
S: 1.070 -5.343 -0.223
H: -2.458 -5.921 0.191
H: -1.094 -8.129 0.484
H: 1.482 -7.701 0.154

Summary:
total energy: -6893.88452 hartree
HOMO energy (spin up / spin down): -7.397 / -7.413 eV
energy above the lowest of the compared OMol25 structures with the same formula, charge and spin: 0.0 kcal/mol
multiplicity: 2
HOMO-LUMO gap (spin up / spin down): 5.811 / 6.117 eV

Molecular formula: CH3N2O2S
Method: DFT, the ωB97M-V functional and the def2-TZVPD basis

Positions of all 9 atoms, in Å:
C: -1.703 0.343 0.582
N: -1.511 0.931 -0.489
N: 0.859 1.143 -0.117
O: 2.802 -0.307 -0.019
O: 0.547 -1.458 -0.012
S: 1.337 -0.294 -0.394
H: 1.156 -0.325 -1.862
H: -0.854 -0.083 1.272
H: -2.632 0.050 1.038

Summary:
charge: -1
total energy: -697.92696 hartree
HOMO energy (spin up / spin down): -4.133 / -4.132 eV
energy above the lowest of the compared OMol25 structures with the same formula, charge and spin: 132.3 kcal/mol
HOMO-LUMO gap (spin up / spin down): 7.108 / 7.107 eV

Molecular formula: C17H16F5FeNO3S2Si
Method: DFT, the ωB97M-V functional and the def2-TZVPD basis

Positions of all 46 atoms, in Å:
Fe: -0.185 0.299 -1.575
O: 0.640 -0.119 0.499
C: -0.322 -0.348 1.253
N: -1.564 -0.482 0.785
S: -2.786 -0.908 1.727
O: -2.689 -2.311 2.130
O: -2.387 -0.041 3.198
C: -1.114 -0.210 3.619
C: -0.855 -0.152 4.989
C: 0.439 -0.291 5.454
C: 1.488 -0.508 4.563
C: 1.226 -0.560 3.205
C: -0.066 -0.404 2.719
H: -1.686 0.008 5.664
H: 0.635 -0.232 6.519
H: 2.502 -0.623 4.925
H: 2.022 -0.715 2.487
C: -0.315 2.389 -1.901
H: -0.990 2.864 -1.175
H: -0.709 2.588 -2.905
H: 0.664 2.877 -1.819
F: 5.522 1.278 1.617
C: 4.708 0.870 0.627
C: 4.201 -0.410 0.618
F: 4.533 -1.250 1.621
C: 3.368 -0.827 -0.399
F: 2.918 -2.082 -0.333
C: 2.984 -0.001 -1.458
S: 1.902 -0.530 -2.720
C: 3.545 1.278 -1.423
F: 3.300 2.148 -2.408
C: 4.383 1.711 -0.411
F: 4.903 2.952 -0.437
C: -2.637 -0.481 -4.625
Si: -2.169 -0.510 -2.753
C: -3.462 0.780 -2.092
C: -3.020 -2.180 -2.292
H: -3.729 -0.523 -4.742
H: -2.206 -1.344 -5.150
H: -2.272 0.426 -5.125
H: -4.464 0.346 -1.958
H: -3.542 1.627 -2.787
H: -3.136 1.183 -1.127
H: -4.104 -2.142 -2.482
H: -2.871 -2.437 -1.236
H: -2.603 -3.002 -2.889

Summary:
charge: -2
total energy: -3786.81528 hartree
HOMO energy (spin up / spin down): -0.505 / -1.378 eV
energy above the lowest of the compared OMol25 structures with the same formula, charge and spin: 0.0 kcal/mol
multiplicity: 5
HOMO-LUMO gap (spin up / spin down): 5.189 / 6.062 eV

Molecular formula: C7H9FO
Method: DFT, the ωB97M-V functional and the def2-TZVPD basis

Positions of all 18 atoms, in Å:
O: -1.397 1.953 -0.318
C: -0.616 0.762 -0.202
C: 0.329 0.632 1.028
C: 1.444 -0.285 0.667
C: 0.730 -0.863 -0.589
C: -0.549 -1.599 -0.271
C: -1.423 -0.626 -0.070
F: -2.754 -0.676 0.404
C: 0.385 0.451 -1.268
H: -1.905 2.015 0.439
H: -0.365 0.194 1.844
H: 0.461 1.657 1.395
H: 2.341 0.103 0.338
H: 1.593 -0.919 1.497
H: 1.413 -1.600 -1.116
H: -0.817 -2.615 -0.205
H: 1.158 1.143 -1.356
H: -0.029 0.273 -2.218

Summary:
total energy: -447.15205 hartree
HOMO energy: -9.426 eV
SMILES string: O[C@@]12CC[C@@H](C=C1F)C2
energy above the lowest of the compared OMol25 structures with the same formula, charge and spin: 41.9 kcal/mol
HOMO-LUMO gap: 10.380 eV

Molecular formula: C25H38F5N7O9P2Ti
Method: DFT, the ωB97M-V functional and the def2-TZVPD basis

Positions of all 87 atoms, in Å:
Ti: -0.349 -0.191 0.106
N: 3.612 1.849 2.925
C: 2.609 2.286 1.877
C: 2.753 3.765 1.562
P: 0.943 1.847 2.637
O: 0.157 3.259 2.695
O: 1.301 1.415 4.019
O: 0.163 0.966 1.723
P: 2.968 1.139 0.418
O: 3.821 2.106 -0.586
O: 3.928 0.171 1.029
O: 1.729 0.757 -0.314
H: 4.296 2.560 3.150
H: 4.052 0.985 2.469
H: 3.020 1.574 3.751
H: 2.551 4.371 2.447
H: 2.034 4.055 0.796
H: 3.753 3.979 1.180
H: -0.561 3.253 2.041
H: 3.231 2.480 -1.258
N: 0.775 2.870 -2.211
N: -0.555 2.581 -2.618
C: -1.312 1.678 -1.864
O: -2.326 1.208 -2.357
O: -0.901 1.519 -0.631
H: 0.687 3.079 -1.225
H: 1.269 1.980 -2.214
H: -0.632 2.427 -3.607
F: 1.725 -1.831 1.531
C: 1.004 -1.868 0.351
F: 1.973 -1.866 -0.646
C: 0.483 -3.315 0.256
F: -0.640 -3.521 0.959
F: 0.213 -3.637 -1.031
F: 1.371 -4.228 0.694
N: 0.736 -0.149 -2.812
C: 1.274 -0.885 -3.523
N: 1.855 -1.793 -4.288
C: 2.401 -1.398 -5.590
C: 2.291 -2.567 -6.565
C: 0.896 -3.193 -6.483
C: 0.604 -3.755 -5.072
C: 1.604 -3.213 -4.048
H: 3.442 -1.077 -5.483
H: 1.829 -0.547 -5.968
H: 3.050 -3.318 -6.336
H: 2.490 -2.201 -7.573
H: 0.800 -3.979 -7.233
H: 0.160 -2.423 -6.728
H: 0.653 -4.846 -5.065
H: -0.403 -3.473 -4.760
H: 2.553 -3.747 -4.117
H: 1.229 -3.331 -3.034
C: -3.459 2.264 1.549
N: -4.456 1.354 1.007
C: -5.558 1.222 1.939
C: -3.890 0.073 0.530
C: -3.129 -0.717 1.586
C: -3.880 -1.339 2.589
C: -3.277 -1.906 3.698
C: -1.896 -1.852 3.813
C: -1.146 -1.307 2.785
C: -1.723 -0.766 1.626
H: -3.907 3.259 1.639
H: -2.610 2.316 0.873
H: -3.096 1.951 2.543
H: -6.039 2.198 2.052
H: -5.246 0.885 2.940
H: -6.294 0.518 1.544
H: -3.243 0.310 -0.313
H: -4.733 -0.515 0.154
H: -4.961 -1.372 2.498
H: -3.881 -2.379 4.466
H: -1.403 -2.252 4.692
H: -0.069 -1.309 2.899
O: -1.212 -1.184 -1.051
N: -2.142 -1.817 -1.761
C: -2.193 -1.642 -3.130
C: -3.071 -2.368 -3.870
C: -3.926 -3.322 -3.269
C: -3.834 -3.477 -1.869
C: -2.961 -2.742 -1.131
H: -1.538 -0.888 -3.528
H: -3.112 -2.191 -4.938
H: -4.621 -3.905 -3.857
H: -4.466 -4.188 -1.355
H: -2.850 -2.805 -0.061

Summary:
charge: -1
total energy: -4067.69000 hartree
HOMO energy (spin up / spin down): -2.556 / -5.488 eV
energy above the lowest of the compared OMol25 structures with the same formula, charge and spin: 18.8 kcal/mol
multiplicity: 2
HOMO-LUMO gap (spin up / spin down): 4.985 / 7.916 eV

Q: Which formula does entry 1 have?
A: C3H4S2

What did the sixth record say?
Molecular formula: C25H38F5N7O9P2Ti
Method: DFT, the ωB97M-V functional and the def2-TZVPD basis

Positions of all 87 atoms, in Å:
Ti: -0.349 -0.191 0.106
N: 3.612 1.849 2.925
C: 2.609 2.286 1.877
C: 2.753 3.765 1.562
P: 0.943 1.847 2.637
O: 0.157 3.259 2.695
O: 1.301 1.415 4.019
O: 0.163 0.966 1.723
P: 2.968 1.139 0.418
O: 3.821 2.106 -0.586
O: 3.928 0.171 1.029
O: 1.729 0.757 -0.314
H: 4.296 2.560 3.150
H: 4.052 0.985 2.469
H: 3.020 1.574 3.751
H: 2.551 4.371 2.447
H: 2.034 4.055 0.796
H: 3.753 3.979 1.180
H: -0.561 3.253 2.041
H: 3.231 2.480 -1.258
N: 0.775 2.870 -2.211
N: -0.555 2.581 -2.618
C: -1.312 1.678 -1.864
O: -2.326 1.208 -2.357
O: -0.901 1.519 -0.631
H: 0.687 3.079 -1.225
H: 1.269 1.980 -2.214
H: -0.632 2.427 -3.607
F: 1.725 -1.831 1.531
C: 1.004 -1.868 0.351
F: 1.973 -1.866 -0.646
C: 0.483 -3.315 0.256
F: -0.640 -3.521 0.959
F: 0.213 -3.637 -1.031
F: 1.371 -4.228 0.694
N: 0.736 -0.149 -2.812
C: 1.274 -0.885 -3.523
N: 1.855 -1.793 -4.288
C: 2.401 -1.398 -5.590
C: 2.291 -2.567 -6.565
C: 0.896 -3.193 -6.483
C: 0.604 -3.755 -5.072
C: 1.604 -3.213 -4.048
H: 3.442 -1.077 -5.483
H: 1.829 -0.547 -5.968
H: 3.050 -3.318 -6.336
H: 2.490 -2.201 -7.573
H: 0.800 -3.979 -7.233
H: 0.160 -2.423 -6.728
H: 0.653 -4.846 -5.065
H: -0.403 -3.473 -4.760
H: 2.553 -3.747 -4.117
H: 1.229 -3.331 -3.034
C: -3.459 2.264 1.549
N: -4.456 1.354 1.007
C: -5.558 1.222 1.939
C: -3.890 0.073 0.530
C: -3.129 -0.717 1.586
C: -3.880 -1.339 2.589
C: -3.277 -1.906 3.698
C: -1.896 -1.852 3.813
C: -1.146 -1.307 2.785
C: -1.723 -0.766 1.626
H: -3.907 3.259 1.639
H: -2.610 2.316 0.873
H: -3.096 1.951 2.543
H: -6.039 2.198 2.052
H: -5.246 0.885 2.940
H: -6.294 0.518 1.544
H: -3.243 0.310 -0.313
H: -4.733 -0.515 0.154
H: -4.961 -1.372 2.498
H: -3.881 -2.379 4.466
H: -1.403 -2.252 4.692
H: -0.069 -1.309 2.899
O: -1.212 -1.184 -1.051
N: -2.142 -1.817 -1.761
C: -2.193 -1.642 -3.130
C: -3.071 -2.368 -3.870
C: -3.926 -3.322 -3.269
C: -3.834 -3.477 -1.869
C: -2.961 -2.742 -1.131
H: -1.538 -0.888 -3.528
H: -3.112 -2.191 -4.938
H: -4.621 -3.905 -3.857
H: -4.466 -4.188 -1.355
H: -2.850 -2.805 -0.061

Summary:
charge: -1
total energy: -4067.69000 hartree
HOMO energy (spin up / spin down): -2.556 / -5.488 eV
energy above the lowest of the compared OMol25 structures with the same formula, charge and spin: 18.8 kcal/mol
multiplicity: 2
HOMO-LUMO gap (spin up / spin down): 4.985 / 7.916 eV

Q: Look up the total energy of the first one.
A: -912.98259 hartree